No. 1
{"formula": "C16H20ClF10IN2O2P", "method": "ωB97M-V with the def2-TZVPD basis set", "elements": ["H", "H", "C", "O", "C", "H", "H", "F", "C", "C", "H", "O", "C", "H", "C", "F", "F", "F", "F", "H", "H", "N", "C", "C", "H", "P", "F", "C", "H", "H", "H", "C", "C", "Cl", "H", "H", "F", "H", "C", "I", "H", "C", "C", "C", "F", "H", "F", "H", "H", "C", "F", "H", "N"], "coordinates": [[-2.215, 3.762, -2.216], [0.071, 0.647, 4.208], [0.319, 0.845, 1.416], [2.112, 2.897, 2.355], [0.024, -1.544, 2.570], [0.889, -1.328, 3.190], [-4.291, 2.089, -2.570], [-2.567, -3.020, -3.794], [-2.025, 2.735, -2.536], [1.024, 1.180, 4.242], [-1.137, -1.811, 0.160], [2.740, 1.808, -0.558], [-2.123, 1.063, -0.413], [-0.950, 2.604, -2.595], [0.075, -3.015, 2.130], [-2.421, -0.532, -3.451], [0.413, -1.364, -1.845], [-0.575, -2.457, -4.145], [-1.138, -3.519, -2.338], [-2.449, 2.644, -3.535], [-2.868, 0.336, -0.084], [-3.966, 1.542, -1.770], [-0.596, -0.479, -1.971], [1.137, -3.357, 1.072], [-0.868, -1.430, 3.192], [1.784, 1.290, 2.551], [-0.208, 0.353, -2.930], [-2.749, 1.772, -1.608], [-2.032, 1.766, 0.411], [-0.538, 1.357, 1.881], [1.689, 0.638, 4.910], [1.854, 0.685, -0.582], [-1.831, -1.254, -2.524], [0.356, 2.908, -0.306], [1.768, 0.413, -1.633], [-0.918, -3.367, 1.846], [4.330, 0.781, -1.677], [0.775, -3.048, 0.092], [-0.707, -0.842, 0.388], [3.062, -2.517, 1.485], [1.669, 3.369, 3.079], [0.405, 1.135, -0.100], [4.032, 1.447, -0.573], [-1.462, -2.604, -3.217], [4.757, 2.521, -0.557], [0.810, 2.172, 4.649], [-2.744, -1.541, -1.591], [2.256, -0.151, -0.009], [0.338, -3.574, 3.029], [-0.799, 0.285, -0.664], [4.388, 0.722, 0.465], [1.220, -4.436, 1.003], [-0.119, -0.577, 1.470]], "nbo_charge": [0.25, 0.23, -0.39, -0.93, -0.25, 0.26, 0.34, -0.29, -0.70, -0.98, 0.25, -0.52, -0.48, 0.23, -0.45, -0.27, -0.32, -0.28, -0.30, 0.24, 0.26, -0.58, 0.63, -0.54, 0.24, 1.10, -0.29, 0.29, 0.25, 0.23, 0.26, -0.15, 0.56, 0.06, 0.22, 0.23, -0.32, 0.21, 0.29, 0.15, 0.49, 0.00, 1.16, 0.93, -0.29, 0.24, -0.30, 0.23, 0.25, -0.12, -0.32, 0.25, -0.26], "homo_lumo_gap_ev": 7.7, "charge": 1, "smiles": "[H]/N=C(\\C)C[C@]1(C(F)(F)C(F)(F)C(F)(F)F)C=[N+](CCCI)[C@@H](P(C)O)[C@@]1(Cl)COC(F)(F)F"}

No. 2
{"formula": "C23H26BrN5O10P2Rb", "method": "ωB97M-V with the def2-TZVPD basis set", "elements": ["H", "C", "O", "C", "P", "H", "H", "O", "Br", "H", "H", "C", "H", "C", "C", "H", "H", "O", "N", "O", "H", "C", "H", "O", "H", "O", "C", "H", "H", "N", "O", "H", "C", "Rb", "C", "C", "H", "C", "C", "H", "H", "N", "C", "C", "H", "H", "H", "H", "H", "H", "C", "P", "O", "H", "C", "C", "H", "C", "N", "C", "C", "N", "H", "O", "C", "C", "C", "O"], "coordinates": [[0.829, -7.183, -0.707], [-1.308, 0.383, 0.766], [0.535, 4.601, -1.648], [-3.408, 3.920, -2.830], [0.809, 3.219, -2.126], [-2.021, 0.963, 0.189], [-4.173, 3.998, -3.611], [0.031, 2.583, -3.245], [2.090, -4.688, -0.313], [0.635, -1.012, 9.677], [2.293, 4.962, -3.757], [-0.376, -0.325, 2.848], [-4.887, 0.563, -1.845], [0.595, -1.276, 7.556], [-0.864, 1.168, 7.548], [-0.620, 1.096, 9.666], [-0.910, -4.362, -4.337], [0.716, 2.219, -0.847], [-0.459, -0.362, 0.061], [4.909, 1.925, -2.875], [-1.737, 2.632, -3.156], [0.487, -1.135, 2.120], [-0.784, -8.147, -2.312], [2.792, 0.855, -3.936], [5.406, 1.173, -3.218], [3.293, 0.726, -1.435], [2.623, 3.227, -2.538], [3.844, 4.156, -4.074], [1.149, -2.206, 7.553], [-4.528, 1.496, -1.961], [3.314, 3.890, -1.476], [2.673, 4.527, -1.121], [0.686, -2.939, -2.880], [0.369, -0.023, -3.050], [0.153, -0.718, 6.357], [-0.551, -5.006, -3.547], [1.212, -1.754, 2.632], [-3.196, 1.489, -2.372], [-0.415, 0.600, 8.726], [-1.671, -6.730, -4.156], [-1.418, 2.099, 7.546], [-2.718, 2.650, -2.853], [0.430, -6.579, -1.510], [-0.472, -7.114, -2.414], [-2.674, 4.705, -2.999], [0.176, 1.427, -0.980], [2.651, 0.000, -1.460], [-2.029, 1.067, 2.651], [-3.877, 4.104, -1.862], [-5.155, 2.134, -2.422], [-0.569, 0.487, 6.371], [3.350, 1.584, -2.781], [1.310, -2.336, -1.974], [1.064, -1.748, 0.129], [0.833, -5.252, -1.627], [0.350, -4.431, -2.646], [2.321, 3.445, -4.678], [-0.966, -6.323, -3.440], [-0.845, 0.736, 5.048], [-0.289, -0.282, 4.310], [2.786, 3.995, -3.860], [0.310, -1.166, 5.060], [-1.281, 1.558, 4.671], [0.279, -2.454, -3.961], [-1.304, 0.439, 2.148], [0.414, -1.119, 0.736], [0.303, -0.605, 8.730], [-2.514, 0.472, -2.256]], "nbo_charge": [0.22, 0.03, -1.16, -0.42, 2.37, 0.21, 0.17, -1.21, 0.05, 0.21, 0.23, -0.08, 0.40, -0.19, -0.27, 0.21, 0.24, -1.03, -0.45, -0.98, 0.46, -0.21, 0.20, -1.13, 0.50, -0.99, -0.50, 0.21, 0.22, -0.86, -0.73, 0.50, 0.76, 0.94, 0.07, -0.11, 0.24, 0.78, -0.22, 0.20, 0.21, -0.65, -0.26, -0.21, 0.23, 0.51, 0.52, 0.19, 0.19, 0.38, 0.17, 2.35, -0.80, 0.25, -0.04, -0.20, 0.24, -0.25, -0.55, 0.38, -0.64, -0.45, 0.42, -0.77, -0.20, 0.04, -0.24, -0.70], "homo_lumo_gap_ev": 8.3, "relative_energy_kcal_mol": 20.9, "charge": -1}

No. 3
{"formula": "C4H10O2", "method": "ωB97M-V with the def2-TZVPD basis set", "elements": ["H", "C", "H", "C", "O", "H", "C", "H", "H", "H", "O", "H", "H", "H", "C", "H"], "coordinates": [[-0.148, -1.959, -0.717], [-0.615, -1.885, 1.500], [-1.683, 1.304, 0.108], [0.435, -0.086, 0.007], [-2.048, 1.562, 0.969], [-1.074, -1.069, 2.066], [0.674, 0.517, -1.296], [0.576, -0.279, -2.037], [-1.404, -2.628, 1.283], [-2.954, 1.868, 0.807], [2.163, 0.847, -1.550], [0.209, 1.452, -1.613], [0.516, 0.581, 0.855], [0.113, -2.468, 2.082], [-0.085, -1.372, 0.201], [2.487, 1.098, -0.685]], "lowdin_spin": [0.03, 0.08, 0.01, 0.19, 0.03, 0.01, 0.09, 0.01, 0.01, 0.01, 0.09, 0.03, 0.03, 0.02, 0.35, 0.03], "homo_lumo_gap_ev": [3.0, 7.1], "spin_multiplicity": 2, "relative_energy_kcal_mol": 38.2, "charge": -1}

No. 4
{"formula": "C35H48O11P2", "method": "ωB97M-V with the def2-TZVPD basis set", "elements": ["C", "H", "H", "C", "H", "H", "H", "H", "C", "C", "H", "H", "H", "C", "H", "H", "O", "C", "C", "C", "H", "C", "H", "H", "C", "H", "H", "H", "C", "H", "C", "C", "O", "O", "H", "H", "C", "H", "H", "C", "H", "H", "C", "O", "C", "O", "C", "P", "H", "C", "H", "H", "H", "H", "O", "C", "O", "C", "C", "H", "H", "C", "C", "C", "H", "H", "C", "O", "C", "H", "P", "O", "H", "H", "H", "H", "H", "C", "C", "H", "C", "H", "H", "C", "H", "C", "C", "H", "C", "H", "O", "O", "H", "C", "H", "H"], "coordinates": [[-8.935, -1.076, -1.693], [2.367, -3.905, -4.470], [-2.707, 0.277, 3.046], [0.188, 5.955, 4.494], [-0.325, 5.088, 5.100], [1.964, 5.510, 5.999], [-5.014, -3.041, -1.973], [2.215, 2.909, 5.199], [5.236, 1.903, 0.886], [2.659, -3.963, 1.145], [0.077, -7.518, -1.622], [-8.372, -2.584, -3.117], [1.778, -4.705, -5.941], [1.540, -7.355, -0.030], [9.340, 2.895, 1.182], [1.407, -8.666, -1.747], [-5.128, 0.637, -0.905], [2.640, 4.983, 3.883], [2.754, 3.379, 4.247], [1.788, 5.964, 4.909], [-2.967, 2.398, 1.224], [2.759, -3.318, -0.225], [-6.996, 2.126, -0.931], [0.126, -8.912, -0.531], [-3.717, -1.433, -2.613], [-0.659, 3.360, -0.071], [-5.683, 3.540, -3.322], [3.628, -2.655, -0.252], [-0.222, 0.086, 2.866], [-2.883, -1.300, -3.308], [-5.670, 3.211, -2.276], [4.227, 4.529, 1.534], [-6.665, 1.040, -2.672], [2.890, -1.241, 2.104], [0.870, -6.798, 0.633], [-4.702, 2.727, -2.116], [6.871, 2.052, 1.191], [3.884, 6.588, -1.683], [-4.739, -2.993, -3.714], [4.903, 5.204, 0.161], [-8.500, -0.504, -0.867], [3.399, 0.500, 4.709], [2.591, -0.008, 2.600], [6.093, 4.809, -0.321], [0.993, 1.876, 1.047], [3.332, 8.209, 2.872], [-0.516, 2.476, 0.714], [1.645, -5.248, -1.627], [0.665, -5.906, -4.119], [3.595, 2.361, 3.265], [2.139, -8.029, 0.590], [4.777, 0.396, 3.304], [-3.339, -1.251, -1.602], [3.489, -4.656, 1.313], [0.940, -4.176, -2.494], [-4.260, -2.844, -2.741], [-6.864, -1.221, -2.973], [3.687, 0.759, 3.604], [3.290, 7.165, 2.040], [-9.760, -1.672, -1.292], [-3.457, -3.578, -2.621], [3.202, 7.367, 0.382], [0.742, -8.163, -1.038], [1.147, 0.662, 2.160], [3.384, -5.079, -5.285], [2.533, 8.214, -0.093], [8.256, 2.395, 1.177], [2.351, -6.043, -2.911], [-1.910, 1.932, 1.453], [1.967, 2.279, 0.507], [-5.948, -0.240, -1.882], [2.432, -6.446, -0.658], [4.886, 0.792, 1.061], [-0.256, 7.018, 4.743], [4.952, 2.193, -0.212], [1.960, -6.937, -4.701], [-0.200, -0.799, 3.663], [4.367, 2.900, 1.884], [3.372, 5.568, 2.527], [0.005, 5.743, 3.342], [1.754, -5.988, -4.198], [-9.333, -0.352, -2.412], [1.731, -4.535, 1.238], [2.346, -4.851, -5.017], [2.234, 7.053, 4.939], [-6.842, 2.281, -2.004], [-1.741, 0.699, 2.531], [1.872, -2.712, -0.436], [3.990, 6.430, -0.517], [-7.450, -2.644, -1.609], [-4.699, -0.468, -2.945], [2.937, -4.288, -1.242], [-7.759, 2.737, -2.388], [-7.896, -1.969, -2.347], [-5.724, 4.097, -1.636], [2.665, -3.201, 1.931]], "lowdin_charge": [-0.09, 0.07, 0.08, -0.13, 0.08, 0.12, 0.06, 0.12, -0.17, -0.09, 0.07, 0.12, 0.08, -0.32, 0.06, 0.09, -0.24, -0.08, 0.04, -0.22, 0.09, -0.31, 0.10, 0.08, -0.30, 0.09, 0.08, 0.12, -0.02, 0.12, -0.08, 0.03, -0.23, -0.07, 0.10, 0.07, -0.08, 0.12, 0.09, -0.20, 0.07, 0.13, -0.18, -0.04, -0.01, -0.04, -0.05, 0.73, 0.10, -0.10, 0.12, 0.13, 0.11, 0.09, -0.23, -0.08, -0.21, -0.09, -0.20, 0.08, 0.08, 0.01, -0.09, -0.09, 0.08, 0.12, 0.05, -0.23, -0.06, 0.09, 0.73, -0.21, 0.10, 0.08, 0.12, 0.11, 0.10, -0.06, 0.02, 0.09, -0.31, 0.09, 0.06, -0.08, 0.11, -0.31, -0.06, 0.11, 0.01, 0.10, -0.23, -0.23, 0.11, -0.32, 0.08, 0.04], "homo_lumo_gap_ev": 6.8, "charge": 0, "smiles": "C#CCc1c(CC(=O)c2ccccc2)cc(CC)c2c1C(=O)C=CC2=O.CCOP(=O)(OCC)OCC.CCOP(=O)(OCC)OCC"}

No. 5
{"formula": "C21H17Cl3FeN3O12S2", "method": "ωB97M-V with the def2-TZVPD basis set", "elements": ["H", "O", "C", "C", "H", "S", "N", "C", "O", "H", "H", "H", "H", "H", "O", "H", "C", "C", "C", "C", "H", "C", "C", "C", "H", "C", "H", "O", "O", "O", "O", "C", "O", "N", "H", "C", "Fe", "H", "Cl", "C", "C", "H", "H", "O", "C", "C", "Cl", "C", "S", "H", "O", "C", "C", "H", "Cl", "O", "N", "C", "O"], "coordinates": [[-2.681, -3.797, -0.121], [3.992, 2.980, 0.197], [-3.442, -3.173, -0.596], [-4.557, -1.696, 1.648], [-5.592, -2.944, -0.600], [2.666, 3.181, -0.331], [0.714, 0.676, 1.777], [2.973, 2.569, -4.427], [-0.744, 0.761, -0.222], [2.857, 1.768, -5.143], [3.818, 5.830, -4.154], [-3.767, -1.051, -0.886], [3.372, 5.313, -1.784], [-1.608, 2.359, 3.420], [1.730, 2.086, 0.009], [2.302, 0.959, 4.663], [1.505, 1.072, 3.942], [0.347, -2.794, -0.339], [3.516, 4.830, -3.866], [-0.668, 1.855, 3.249], [-5.052, -4.571, -0.206], [1.673, 0.546, 2.677], [2.882, 3.267, -2.126], [-3.090, -1.715, -0.338], [-5.286, -1.056, 1.139], [-1.323, 1.301, 0.790], [-2.065, -1.494, -0.632], [0.474, -1.551, -0.313], [2.651, -0.554, 0.892], [2.403, -0.121, -4.003], [2.042, 4.445, -0.005], [2.860, -0.210, 2.115], [3.312, 0.122, -1.729], [-1.271, -1.578, 2.571], [0.160, 2.169, 5.202], [0.317, 1.736, 4.221], [1.131, 0.237, -0.014], [-4.225, -3.785, 2.002], [2.009, -3.470, 1.686], [2.746, 2.265, -3.087], [-4.922, -3.161, 1.434], [3.530, 4.050, -5.870], [-4.552, -1.423, 2.703], [0.976, 0.610, -2.160], [-0.427, 1.300, 2.009], [3.276, 4.542, -2.534], [3.012, -2.880, -0.975], [1.687, -3.581, -0.064], [2.342, 0.548, -2.723], [-5.927, -3.350, 1.823], [3.815, -0.477, 2.820], [3.354, 3.839, -4.822], [-2.194, -1.488, 1.882], [-3.379, -3.371, -1.668], [1.530, -5.312, -0.487], [-2.461, 1.737, 0.859], [-3.250, -1.387, 1.085], [-4.829, -3.511, -0.052], [-0.663, -3.454, -0.538]], "lowdin_spin": [0.00, 0.00, 0.00, 0.00, 0.00, 0.00, -0.02, 0.00, 0.01, 0.00, 0.00, 0.00, 0.00, 0.00, 0.00, 0.00, 0.00, 0.00, 0.00, 0.00, 0.00, 0.00, 0.00, 0.00, 0.00, 0.00, 0.00, 0.00, 0.02, 0.00, 0.00, 0.00, 0.01, 0.00, 0.00, 0.00, 0.97, 0.00, 0.00, 0.00, 0.00, 0.00, 0.00, 0.00, 0.00, 0.00, 0.00, 0.00, 0.00, 0.00, 0.00, 0.00, 0.00, 0.00, 0.00, 0.00, 0.00, 0.00, 0.00], "homo_lumo_gap_ev": [8.7, 8.7], "spin_multiplicity": 2, "relative_energy_kcal_mol": 0.0, "charge": -2}